94
Properties=species:S:1:pos:R:3:forces:R:3:mulliken_charge:R:1 method="wB97M-V/def2-TZVPD" orbital_gap_ha=0.1686 charge=-2 spin_multiplicity=1 largest_force_ev_per_a=0.359 energy_ha=-8984.57509 relative_energy_ev=0.051
Tc -0.998 -0.203 1.011 0.1474 0.0018 0.0764 -0.020
Se -2.050 1.485 2.687 0.0385 0.0473 -0.0418 -0.219
Se 1.237 1.082 1.762 -0.0113 -0.0173 0.0414 -0.848
As 1.802 0.528 -1.945 0.0979 0.0341 -0.1235 0.679
O -0.502 -1.742 2.404 -0.1706 0.0274 -0.0261 -0.573
O 0.290 3.794 3.388 0.0493 0.0159 0.0011 -0.541
O 0.185 -1.104 -0.372 -0.0886 0.0477 0.0663 1.158
O 0.493 -0.137 6.299 0.0051 0.0016 0.0015 -0.461
N -2.644 -1.202 0.899 -0.2864 -0.2147 0.0253 0.609
N -1.222 1.333 -0.266 0.0151 -0.0106 0.0494 0.294
N -1.707 -2.207 2.839 0.0032 0.0246 -0.1692 0.156
C 0.895 3.032 4.404 -0.0206 -0.0130 -0.0019 -1.088
C 5.316 2.567 -3.211 -0.0043 0.0290 -0.0358 -0.608
C -3.812 -3.181 2.321 -0.0079 0.1573 0.0432 -1.394
C 3.086 -0.917 -1.590 -0.0300 -0.0133 0.0818 0.003
C -0.112 3.644 -2.630 -0.0097 -0.0009 0.0011 -0.798
C 3.541 -1.023 -0.280 0.0142 -0.0197 -0.0036 -0.006
C 0.779 -0.257 -3.442 -0.0059 -0.0317 0.0011 0.206
C -4.139 -3.094 3.633 -0.0366 0.0120 -0.0390 0.083
C 4.486 -2.784 -2.204 0.0053 -0.0141 -0.0065 -0.522
C -3.312 -2.418 4.569 0.1004 0.0165 -0.0395 -1.296
C 0.452 -0.980 -5.731 -0.0057 0.0021 0.0041 -0.838
C 3.642 3.168 -4.813 -0.0184 -0.0038 -0.0005 -0.776
C 3.106 1.569 -3.063 -0.0161 -0.0264 0.0391 0.220
C -3.756 0.120 -0.874 -0.0337 0.0201 -0.0122 -1.921
C 4.473 -1.997 0.061 0.0027 0.0194 0.0089 -0.582
C 0.679 -2.386 -0.123 -0.0572 -0.0957 0.0091 -1.091
C 0.712 1.249 6.028 -0.0166 -0.0137 -0.0079 -1.477
C 1.262 -0.447 -4.736 0.0195 0.0376 0.0006 -0.098
C 0.365 1.594 4.573 -0.0272 -0.0053 -0.0545 2.163
C 4.937 3.294 -4.333 0.0156 -0.0140 0.0250 -0.450
C 4.950 -2.878 -0.897 -0.0088 0.0082 -0.0121 -0.559
C -4.182 -2.287 -0.702 -0.0292 -0.0303 -0.0473 -1.513
C 3.560 -1.810 -2.546 0.0088 0.0382 -0.0147 -0.173
C -3.889 -1.023 0.127 0.0834 -0.0088 0.0247 1.518
C 2.740 2.320 -4.181 -0.0328 0.0387 0.0122 -0.298
C -0.542 -0.613 -3.167 -0.0044 -0.0226 0.0084 0.369
C -1.169 1.518 4.450 0.0266 -0.0524 0.0030 -1.685
C -1.355 -1.143 -4.161 0.0048 -0.0029 -0.0145 -0.489
C -5.075 -0.644 1.032 0.0254 -0.0009 0.0133 -1.668
C -1.218 2.329 -0.844 -0.0468 -0.0195 -0.0744 0.237
C -2.089 -2.003 4.091 -0.0475 -0.0325 0.0930 0.011
C 1.120 0.608 3.669 0.0097 0.0349 0.0557 -0.915
C 4.410 1.722 -2.588 0.0309 -0.0453 -0.0115 -0.790
C -0.862 -1.327 -5.445 0.0044 -0.0016 -0.0011 -0.608
C -2.599 -2.492 1.743 0.1956 0.0361 -0.0469 0.517
C -1.216 3.592 -1.574 0.0111 0.0230 0.0162 -0.825
H -2.376 -1.417 -3.921 -0.0010 0.0030 0.0008 0.460
H 0.867 3.526 -2.168 0.0008 0.0069 0.0020 0.234
H -0.128 -3.113 0.045 0.0176 0.0240 0.0353 0.170
H 0.515 -0.260 7.250 -0.0081 -0.0014 0.0001 0.301
H 4.839 -3.480 -2.958 0.0009 0.0002 0.0006 0.358
H 0.722 3.591 5.334 0.0017 -0.0022 0.0037 0.481
H 0.654 -0.374 3.700 0.0096 0.0099 0.0210 0.263
H 0.091 1.863 6.693 0.0015 0.0002 0.0004 0.441
H -0.903 -0.517 -2.150 0.0016 0.0030 0.0075 -0.154
H 2.143 0.513 4.046 0.0062 0.0296 -0.0065 0.517
H -5.948 -0.401 0.413 -0.0012 0.0037 0.0169 0.507
H 3.327 3.734 -5.683 -0.0005 -0.0018 0.0001 0.368
H 1.985 2.970 4.255 0.0047 0.0052 -0.0014 0.190
H -0.136 4.597 -3.161 -0.0009 0.0020 -0.0008 0.448
H 2.279 -0.165 -4.980 -0.0004 -0.0150 0.0034 0.379
H -1.327 -1.539 4.706 -0.0118 -0.0095 -0.0003 0.563
H -4.345 -3.171 -0.089 0.0015 0.0840 -0.1189 0.190
H -2.197 3.725 -2.039 0.0004 0.0019 0.0013 0.305
H -2.928 -0.043 -1.562 0.0219 0.0031 0.0094 0.019
H 4.804 -2.078 1.090 -0.0011 0.0017 0.0009 0.414
H -4.796 0.234 1.618 0.0000 -0.0100 0.0029 0.227
H 3.196 -1.763 -3.565 -0.0114 0.0220 -0.0198 0.221
H -1.093 4.401 -0.850 0.0080 -0.0066 0.0077 0.289
H 1.257 -2.739 -0.992 0.0037 0.0103 0.0061 0.251
H -1.509 0.639 4.998 0.0227 0.0075 -0.0198 0.619
H 4.726 1.163 -1.713 -0.0012 0.0085 -0.0072 0.359
H 5.643 3.955 -4.823 -0.0010 0.0013 0.0000 0.345
H -3.333 -2.484 -1.363 -0.0023 0.0035 -0.0122 0.249
H 1.768 1.498 6.212 0.0006 0.0000 0.0010 0.390
H 3.120 -0.375 0.486 0.0200 0.0103 -0.0045 0.090
H 0.850 -1.123 -6.729 -0.0002 0.0004 -0.0016 0.369
H 6.322 2.660 -2.818 0.0003 0.0004 0.0002 0.389
H 5.666 -3.646 -0.627 0.0014 -0.0008 -0.0019 0.312
H -3.600 1.067 -0.361 -0.0167 -0.0192 -0.0039 0.230
H 1.329 -2.425 0.761 -0.0063 -0.0023 0.0051 0.114
H -3.575 -2.288 5.607 -0.0048 0.0036 -0.0019 0.384
H -0.240 2.838 -3.355 -0.0050 -0.0021 0.0049 0.095
H 1.732 2.243 -4.573 0.0133 -0.0095 -0.0001 0.376
H -5.076 -2.135 -1.316 0.0068 0.0062 -0.0058 0.444
H -5.347 -1.434 1.723 0.0052 -0.0645 0.0375 0.328
H 0.280 3.221 2.596 -0.0372 -0.0013 -0.0063 0.244
H -4.432 -3.774 1.661 0.0222 0.0284 0.0833 0.297
H -1.496 -1.743 -6.220 -0.0001 -0.0008 -0.0011 0.350
H -5.044 -3.590 3.977 0.0187 -0.0064 0.0007 0.334
H -2.075 -3.191 1.081 0.0087 -0.0970 0.0452 0.118
H -1.592 2.397 4.944 0.0053 -0.0044 0.0150 0.365
H -4.686 0.182 -1.450 0.0079 0.0120 -0.0163 0.664